13
Properties=species:S:1:pos:R:3:lowdin_charge:R:1 method="wB97M-V/def2-TZVPD" energy_ha=-232.35877 relative_energy_ev=2.3637 orbital_gap_ev=10.384 lumo_ev=1.037 total_charge=0
C -2.03691 -0.27042 -0.23011 0.06
C -1.10036 0.65647 -0.17639 -0.39
C 1.70534 -1.20314 -0.03978 -0.05
O -0.20230 1.27321 -0.97640 0.02
H -2.58564 -0.53075 0.66749 0.06
C -0.26753 1.65209 0.43516 -0.05
H 0.72791 -1.29225 0.44160 0.01
H -2.27438 -0.77276 -1.16167 0.06
H -0.65997 2.65141 0.61449 0.11
H 2.18512 -2.18299 -0.04442 0.02
H 0.59954 1.35720 1.02406 0.10
H 1.57429 -0.84114 -1.06068 0.02
H 2.33490 -0.49692 0.50664 0.02